A molecular structure, C23H32CuN2O2SSi2, computed with wB97M-V/def2-TZVPD.

Structure (XYZ):
```
63
Properties=species:S:1:pos:R:3:mulliken_charge:R:1
Cu -0.04256 -0.31236 -0.15086 -1.0936
S -1.79286 -3.11693 -0.47061 1.2472
Si 2.50937 -1.41013 1.28998 0.4573
Si 2.29564 1.61793 0.53602 0.4812
O -0.48662 -3.52331 -0.91505 -0.8363
O -2.93014 -3.56588 -1.24319 -0.7397
N -1.58390 1.10273 -0.10679 -0.1114
N -1.76866 -1.54804 -0.22253 -0.0217
C -5.21536 0.81627 0.57904 -0.9067
C -3.74293 2.79848 0.31047 -0.6740
C -4.20950 -1.38085 0.31408 -0.4405
C -2.49909 3.30275 0.08057 -0.9524
C -2.74908 -5.61803 2.54367 -0.7520
C 1.96441 -0.11214 0.13128 0.3035
C -1.62931 -3.73867 3.51838 -0.6743
C -1.43089 2.40570 -0.11528 0.3179
C -2.38081 -5.59527 5.04446 -1.4353
C 4.06650 2.15371 0.92612 -1.2129
C -2.94632 -0.86230 0.05440 0.4493
C -1.50325 -3.15566 2.26827 -0.2320
C 1.85485 2.72941 -0.93675 -1.3515
C -5.31452 -0.54509 0.57390 -0.8963
C -2.25260 -4.97534 3.67419 1.1165
C 4.32742 -1.37565 1.81763 -1.2248
C 1.32017 2.19009 2.05014 -1.1115
C -2.00611 -3.81470 1.15071 -0.1345
C 1.54682 -1.28274 2.91647 -1.0848
C -3.95077 1.40052 0.33307 1.5038
C 2.29166 -3.12246 0.57370 -0.7521
C -2.63029 -5.04543 1.28289 -0.5960
C -2.82689 0.57677 0.09574 -0.0874
H 2.09695 -0.68406 3.65486 0.4256
H 4.45801 1.66814 1.82479 0.3393
H 4.57597 -0.47082 2.38189 0.3145
H 2.40554 -3.88688 1.35242 0.2532
H -1.23243 -3.22439 4.38960 0.4277
H 1.51507 3.72186 -0.60986 0.3981
H 4.09420 3.23897 1.09180 0.3151
H -1.39827 -5.80518 5.47363 0.3114
H 0.33017 1.72120 2.08674 0.2101
H 3.05200 -3.31065 -0.19607 0.3003
H -0.42356 2.77244 -0.26871 0.0396
H -6.07519 1.44782 0.76853 0.3431
H -2.93816 -6.53224 5.00357 0.3466
H 2.43544 -0.31281 -0.84868 0.5437
H -6.27669 -1.00932 0.76711 0.3694
H -3.02637 -5.53867 0.40219 0.4507
H 4.99390 -1.42033 0.94568 0.2828
H 1.30549 -3.24366 0.11041 0.0968
H 4.55018 -2.23925 2.45754 0.3037
H 1.84933 1.91158 2.97193 0.3720
H 2.73778 2.87699 -1.57210 0.3813
H -4.36286 -2.44874 0.28713 0.4235
H -4.59045 3.45572 0.47803 0.3869
H 0.57965 -0.79115 2.74628 0.2063
H -3.23672 -6.58253 2.65104 0.2841
H 1.07170 2.28165 -1.56257 0.2866
H -1.01325 -2.19760 2.14435 0.2857
H 1.19052 3.28017 2.05556 0.3981
H -2.31515 4.36999 0.05624 0.4132
H 4.74624 1.91867 0.09618 0.3072
H -2.89862 -4.92283 5.73078 0.3312
H 1.35810 -2.27118 3.35482 0.2973
```

## Properties
Kohn-Sham gap = 7.07 eV
Strongest force on any atom = 0.014 hartree/bohr
Total charge = -1
Highest occupied orbital energy = -4.384 eV


A molecular structure, C23H32FIrN15O2S2Si, computed with wB97M-V/def2-TZVPD.

Structure (XYZ):
```
77
Properties=species:S:1:pos:R:3:mulliken_spin:R:1
Ir 0.24661 -1.70452 -0.38766 2.5563
S 0.38705 3.58837 -0.10539 0.0010
S 0.97289 2.28490 -2.98241 0.0166
Si -3.09545 -0.11327 -0.99102 0.0370
F -1.08475 -2.44462 2.41151 0.0165
O 0.24629 4.31076 -1.38011 -0.0012
O -0.57431 3.79543 0.92880 0.0029
N 2.15692 -2.57770 -0.80451 0.2001
N 4.31323 -2.54348 -1.21887 0.0071
N 1.47055 0.41886 2.85371 0.0565
N -0.17442 -3.72492 0.38128 0.2401
N 1.16279 -0.81370 1.16931 0.1984
N -1.83703 -0.78482 0.02883 0.4972
N -0.63276 -2.71550 -2.11171 0.1338
N 4.67680 6.06242 3.11447 0.0005
N 0.56625 -0.04072 -1.72039 0.2327
N 0.47325 1.91882 -0.28592 0.1066
N 3.71449 -3.43537 -2.03806 0.0333
N 2.70955 -0.04668 2.56497 0.0088
N 3.52004 -1.27003 0.64296 0.0282
N 2.39052 -3.45000 -1.85226 -0.0129
N 0.60887 -0.00344 2.02606 0.0052
C 0.12734 -4.98310 -0.42319 0.0035
C 0.50399 1.35102 -1.46203 -0.0076
C -3.44830 0.66249 3.03113 -0.0186
C 2.67159 5.24958 0.13330 0.0006
C -0.30909 -4.05622 -2.71131 0.0173
C -4.73252 -1.14066 -0.74924 0.0116
C -3.46481 1.77939 -0.97937 0.0154
C 1.40028 0.82495 -3.69070 0.1040
C -1.60203 -0.59473 3.80630 -0.0771
C 1.89719 4.17775 0.65272 0.0013
C 3.70178 5.77848 0.92264 0.0004
C 3.80202 5.38967 2.27912 0.0015
C -3.16093 0.30231 1.71897 0.0589
C -2.09703 -0.49339 1.36848 0.1100
C 3.34149 -2.06588 -0.43471 0.0218
C 2.04988 3.75442 1.95161 0.0008
C 2.47695 -0.86506 1.48873 0.0216
C -1.49647 -1.09807 2.51975 0.2642
C 3.05474 4.28400 2.75518 -0.0008
C -2.77878 -0.41679 -2.85405 -0.0057
C 1.00128 -0.28934 -3.01227 -0.0869
C -2.61321 0.31618 4.08573 0.1676
C -0.64975 -5.13378 -1.73421 -0.0048
H 4.82010 7.02799 2.92095 0.0000
H 0.71097 -4.07792 -3.06589 0.0040
H -5.53271 -0.84324 -1.48131 0.0003
H -0.18579 -5.85161 0.19211 0.0027
H -4.37589 1.27045 3.17490 0.0015
H -1.90593 0.17954 -3.22265 0.0015
H -2.61129 -1.46965 -3.06402 0.0036
H -2.72293 0.71913 5.13001 0.0022
H -3.69532 -0.13531 -3.41733 -0.0013
H -0.83310 -4.14163 -3.64113 -0.0006
H -3.44285 2.30387 -1.94954 0.0010
H 4.48411 -1.21935 0.93558 -0.0013
H 4.39472 6.55444 0.52003 0.0000
H 1.37038 3.01915 2.34402 -0.0003
H -0.26047 -6.05682 -2.16823 0.0007
H -0.84421 -0.88703 4.53334 -0.0008
H -0.59653 -1.98411 -2.83260 -0.0036
H -1.63657 -2.72274 -1.86790 0.0059
H 1.23038 -5.14673 -0.53718 0.0069
H 1.08317 -1.29528 -3.35720 0.0224
H 2.46571 5.68087 -0.84002 0.0000
H 0.12868 -3.85235 1.32984 -0.0083
H 3.23879 3.88057 3.77170 0.0001
H -2.85689 2.34288 -0.22736 -0.0017
H -5.35409 -1.10408 0.17232 -0.0013
H 4.63012 5.82916 4.11535 0.0000
H -1.20644 -3.57998 0.38887 -0.0118
H -4.48041 -2.19814 -0.92186 0.0033
H -4.50593 1.81977 -0.71741 0.0007
H -3.72296 0.87692 0.95985 0.0041
H 2.01373 0.81109 -4.55476 0.0055
H -1.69356 -5.19385 -1.52866 0.0008
```

## Properties
Kohn-Sham gap (alpha / beta) = 6.31 / 4.42 eV
2S+1 = 6
Strongest force on any atom = 0.071 hartree/bohr
Energy relative to the best compared isomer or geometry (same formula, charge and spin) = 1.602 eV
Total charge = 0
Highest occupied orbital energy (alpha / beta) = -6.362 / -7.327 eV


A single C23H32FN7O7 molecule, computed with wB97M-V/def2-TZVPD.

Structure (XYZ):
```
70
Properties=species:S:1:pos:R:3:mulliken_charge:R:1
F -2.56419 -3.26698 2.06185 -0.3444
O 1.46007 -1.95325 -0.56262 -0.6946
O -1.83105 3.67048 -3.93185 -0.6234
O 2.53684 -2.28235 4.70527 -0.6339
O -0.47531 1.31328 0.71447 -0.7362
O 1.14582 2.83036 -1.73698 -0.8089
O 1.24526 -3.97660 5.01751 -0.6560
O -1.33642 -0.75621 -3.00222 -0.7986
N -0.15645 -2.95367 -1.76790 -0.2880
N -1.10444 1.45374 -2.62779 -0.0031
N 1.67922 0.88315 1.14139 -0.0887
N 1.48467 0.60158 -1.52409 0.2082
N 1.52536 -2.92282 4.47808 1.0419
N -4.03762 3.33766 -3.64178 -0.2937
N -2.04542 -0.80338 0.74423 0.4172
C -0.63041 0.22534 -2.80262 0.4373
C -2.73451 3.02016 -3.46768 -0.0195
C 0.02822 -0.67719 1.93648 0.4379
C 0.89459 -1.20502 2.87328 -0.3005
C 0.90856 0.10540 -2.75628 -0.1811
C -3.07261 1.90473 -1.20071 -0.5949
C 1.30613 -1.37448 -2.88662 -1.2216
C -2.51873 1.75037 -2.63751 -0.0861
C 1.51944 1.87061 -1.09246 -0.2948
C 2.11882 1.99676 0.32002 0.0682
C 3.65441 2.04924 0.29168 0.3085
C -3.78662 -0.59121 -0.96687 -0.4820
C 0.61438 -2.40232 3.51805 -0.6096
C 4.19133 2.38562 1.69112 -0.3540
C -3.34812 -1.26552 0.33210 -0.9945
C -4.16823 0.89240 -0.84264 -0.6474
C 5.65470 1.99867 1.87109 -1.3709
C 0.87914 -2.11677 -1.62742 0.4647
C -1.20370 -1.33958 1.63194 -0.5158
C 4.13499 3.06776 -0.73884 -1.5819
C 0.36946 0.58055 1.22659 -0.1818
C -0.55978 -3.09611 3.22054 -0.8124
C -1.42738 -2.56724 2.30762 1.2748
H -4.49738 1.09608 0.17867 0.3847
H 4.07229 3.45655 1.86583 0.3419
H -3.02163 0.92184 -3.15033 0.7501
H -4.78114 2.78563 -3.25529 0.1979
H 2.39063 -1.44543 -2.97857 0.4510
H -4.65922 -1.14331 -1.32081 0.4254
H 5.98332 2.23940 2.87890 0.4044
H 3.60011 1.86407 2.44662 0.3105
H 5.21768 3.15176 -0.71163 0.4773
H -3.48520 2.90857 -1.07669 0.5486
H 5.79143 0.93065 1.71505 0.3614
H -0.78120 -4.03010 3.71286 0.5662
H 1.30335 0.68933 -3.59948 0.3500
H 2.36684 0.19502 1.40549 0.4380
H -4.08303 -1.06996 1.12522 0.3180
H -4.26791 4.16527 -4.16580 0.2498
H -3.32274 -2.34411 0.16170 0.5581
H -5.02697 1.07737 -1.49402 0.2870
H 1.72056 2.92909 0.73812 0.5340
H -0.46683 2.24438 -2.51980 0.4071
H 6.29263 2.53189 1.17141 0.3168
H -1.77995 0.12968 0.43469 -0.1671
H 1.75638 -0.13854 -0.88020 0.3123
H 4.01800 1.05541 0.00131 0.2819
H 0.83369 -1.80250 -3.76815 0.4087
H -0.52318 -3.39803 -0.94009 0.2548
H -2.23190 1.83340 -0.51232 -0.1289
H -2.99786 -0.72384 -1.70751 0.1043
H 3.70386 4.04430 -0.53343 0.3566
H -0.77212 -2.83669 -2.55817 0.2572
H 3.84110 2.77636 -1.74348 0.3318
H 1.80045 -0.69109 3.15660 0.8698
```

## Properties
Kohn-Sham gap = 8.05 eV
Strongest force on any atom = 0.027 hartree/bohr
Energy relative to the best compared isomer or geometry (same formula, charge and spin) = 0.311 eV
Structure (SMILES) = CC[C@H](C)[C@@H]1NC(=O)c2cc([N+](=O)[O-])cc(F)c2NCCCC[C@@H](C(N)=O)NC(=O)[C@H](CC(N)=O)NC1=O
Total charge = 0
Highest occupied orbital energy = -8.348 eV